ORCA calculation (wB97M-V/def2-TZVPD) on a cluster of 40 separate species, H80O40 in total.

The calculation puts the HOMO energy at -10.7 eV. The energy above the lowest of the compared OMol25 structures with the same formula, charge and spin comes out at 17.649 eV.

Bonds (Å) are listed after each position.
Atoms and positions in Å:
1 O 0.24077 -5.02191 2.39102  H44 0.962, H92 0.896
2 O -1.89351 3.49666 3.26262  H45 0.881, H74 0.975
3 O -4.59078 -1.01945 1.31858  H90 0.977, H111 0.957
4 O 2.56250 -5.41612 -0.00859  H65 1.074, H78 0.961
5 O -3.46389 -3.56846 0.23816  H57 0.983, H104 1.034
6 O 4.53983 1.09048 2.00280  H69 0.931, H94 0.956
7 O 0.62662 -1.72338 -2.48774  H52 1.070, H66 1.018
8 O -2.74416 1.42188 4.65964  H55 0.891, H91 0.929
9 O 1.84025 5.51539 2.48219  H101 1.053, H106 0.975
10 O -1.76235 -3.14343 -3.42650  H70 1.043, H96 0.957
11 O -2.97729 2.60309 -1.45424  H82 0.949, H118 1.085
12 O -1.91721 -5.46676 -1.04110  H50 0.995, H109 1.017
13 O -3.86928 3.97226 0.83199  H67 1.017, H88 1.014
14 O 4.89755 3.19062 -0.13692  H105 0.841, H112 0.914
15 O 1.54920 5.67249 -1.79880  H43 1.111, H71 0.999
16 O -1.49834 1.05436 2.06796  H68 0.931, H103 0.992
17 O 1.01201 -5.42473 -4.22035  H41 0.869, H81 0.912
18 O 2.53532 1.57041 5.17335  H93 0.959, H119 1.028
19 O 1.34486 2.72398 -1.25749  H54 0.968, H110 1.059
20 O 2.23385 -2.95177 1.19075  H61 0.974, H89 0.992
21 O 1.72336 0.38166 -4.56858  H77 0.874, H102 0.871
22 O -1.41092 0.21085 -1.41263  H76 0.904, H100 0.942
23 O 4.16739 1.60509 -4.98621  H80 0.992, H87 1.012
24 O -1.81058 -1.43004 1.95354  H95 1.015, H117 1.007
25 O -4.41074 -1.97599 -3.69154  H58 0.979, H120 0.855
26 O 0.25209 -0.88532 3.72787  H108 1.031, H114 1.010
27 O 3.75215 0.53754 -2.30440  H46 1.032, H51 0.954
28 O 3.49423 -2.13140 4.36382  H56 0.941, H98 0.987
29 O 5.05229 -2.25317 1.65497  H83 0.959, H115 1.036
30 O 1.07393 2.65356 1.38383  H62 0.966, H97 1.037
31 O -1.39606 -2.33793 -0.74158  H60 0.962, H113 1.033
32 O 1.50789 0.20569 0.69282  H75 1.055, H86 0.968
33 O 2.86774 -1.77082 -0.84051  H59 1.014, H84 1.020
34 O -5.52039 -4.23304 -0.61778  H53 1.029, H73 0.863
35 O 1.06176 -3.17730 4.34665  H48 0.825, H72 0.978
36 O 0.17498 4.23184 5.36121  H47 0.914, H99 0.932
37 O -1.42563 0.18904 -6.60639  H49 0.937, H107 0.974
38 O -2.32033 1.00632 -3.92250  H42 0.959, H85 0.986
39 O -2.85176 5.71117 -0.28374  H79 0.849, H116 1.008
40 O -2.53324 4.77466 -3.37860  H63 0.864, H64 1.015
41 H 0.67586 -4.66436 -4.47276  O17 0.869
42 H -1.46741 0.70646 -3.60133  O38 0.959
43 H 0.47570 5.38981 -1.75539  O15 1.111
44 H 0.60738 -5.18700 1.51756  O1 0.962
45 H -1.64022 4.34007 3.29556  O2 0.881
46 H 4.25096 0.14255 -1.49184  O27 1.032
47 H 0.61711 3.47812 5.62913  O36 0.914
48 H 0.44108 -2.69345 4.09860  O35 0.825
49 H -2.15081 0.58044 -6.16000  O37 0.937
50 H -0.95228 -5.26552 -0.90653  O12 0.995
51 H 2.94365 0.96239 -2.03039  O27 0.954
52 H 1.40224 -1.33121 -3.11204  O7 1.070
53 H -5.18373 -3.80997 -1.49338  O34 1.029
54 H 1.13370 3.65148 -1.07926  O19 0.968
55 H -2.32548 1.44088 5.44560  O8 0.891
56 H 2.59370 -1.89681 4.22473  O28 0.941
57 H -2.60204 -3.09832 0.18537  O5 0.983
58 H -4.59275 -1.13622 -4.16126  O25 0.979
59 H 3.11815 -2.46209 -1.53869  O33 1.014
60 H -1.41591 -1.51847 -1.24587  O31 0.962
61 H 3.05827 -3.43532 1.00350  O20 0.974
62 H 0.84639 1.72019 1.48658  O30 0.966
63 H -3.12645 4.48358 -3.93557  O40 0.864
64 H -2.60907 4.11340 -2.61273  O40 1.015
65 H 3.48034 -5.02314 -0.40436  O4 1.074
66 H -0.27232 -1.84480 -2.94966  O7 1.018
67 H -4.86834 3.83355 0.95879  O13 1.017
68 H -2.16517 1.70147 2.01447  O16 0.931
69 H 3.65735 0.86578 2.19575  O6 0.931
70 H -2.54717 -2.70092 -3.95101  O10 1.043
71 H 1.53988 6.40039 -1.11520  O15 0.999
72 H 1.09273 -3.26365 5.32075  O35 0.978
73 H -4.92776 -4.76737 -0.28847  O34 0.863
74 H -2.81417 3.53864 3.58123  O2 0.975
75 H 1.70816 0.04750 -0.33056  O32 1.055
76 H -0.79374 0.21654 -0.75149  O22 0.904
77 H 1.81371 1.17295 -4.92951  O21 0.874
78 H 2.74705 -5.24012 0.91826  O4 0.961
79 H -2.01806 5.67815 -0.44334  O39 0.849
80 H 3.87460 0.71419 -5.30950  O23 0.992
81 H 1.77619 -5.30908 -3.73550  O17 0.912
82 H -2.09030 2.90546 -1.30238  O11 0.949
83 H 5.63844 -2.93272 1.31584  O29 0.959
84 H 1.86852 -1.96950 -0.88921  O33 1.020
85 H -2.53573 1.73676 -3.29625  O38 0.986
86 H 2.16073 -0.21999 1.26626  O32 0.968
87 H 3.92446 1.35055 -4.03772  O23 1.012
88 H -3.44922 4.67529 1.42984  O13 1.014
89 H 1.87844 -3.32046 2.03996  O20 0.992
90 H -5.38688 -0.91438 0.76178  O3 0.977
91 H -2.87700 0.67084 4.12856  O8 0.929
92 H -0.05972 -4.19974 2.58208  O1 0.896
93 H 2.50549 0.96181 4.43298  O18 0.959
94 H 4.79526 0.35187 1.45181  O6 0.956
95 H -2.42194 -2.21828 1.76572  O24 1.015
96 H -2.20920 -3.97542 -3.27405  O10 0.957
97 H 1.10783 2.55111 0.35289  O30 1.037
98 H 3.57137 -2.65296 3.52986  O28 0.987
99 H 0.15590 3.89586 4.49158  O36 0.932
100 H -2.20725 0.64991 -1.16605  O22 0.942
101 H 2.70433 5.27734 3.03507  O9 1.053
102 H 1.84565 0.39372 -3.70581  O21 0.871
103 H -0.75812 1.61109 2.42422  O16 0.992
104 H -3.84052 -3.50899 1.19912  O5 1.034
105 H 4.88345 3.15529 0.70347  O14 0.841
106 H 1.29511 4.71295 2.38311  O9 0.975
107 H -0.76873 -0.27978 -6.06168  O37 0.974
108 H -0.24431 -0.06770 4.11174  O26 1.031
109 H -2.46662 -5.00360 -0.32166  O12 1.017
110 H 2.38169 2.51070 -1.30104  O19 1.059
111 H -3.82679 -0.68462 0.85020  O3 0.957
112 H 4.24078 2.84139 -0.66734  O14 0.914
113 H -2.00910 -2.87349 -1.37787  O31 1.033
114 H -0.15785 -0.83977 2.80581  O26 1.010
115 H 5.70954 -1.55718 2.05157  O29 1.036
116 H -3.20274 5.78418 -1.22536  O39 1.008
117 H -1.36622 -1.09392 1.11529  O24 1.007
118 H -3.57760 3.32169 -0.90643  O11 1.085
119 H 3.54608 1.74415 5.23945  O18 1.028
120 H -5.05144 -2.42443 -3.34633  O25 0.855

Mulliken population analysis, charges in e, atoms 1 to 8: O -0.596; O -0.338; O -0.609; O -0.606; O -0.475; O -0.601; O -0.203; O -0.534